{"formula": "C41H81N2O10S", "method": "ωB97M-V/def2-TZVPD", "elements": ["C", "C", "S", "C", "N", "C", "C", "N", "C", "C", "C", "C", "C", "C", "H", "H", "H", "H", "H", "H", "H", "H", "H", "H", "H", "H", "H", "H", "H", "H", "H", "H", "H", "H", "H", "C", "C", "O", "C", "H", "H", "H", "H", "H", "H", "C", "C", "O", "C", "H", "H", "H", "H", "H", "H", "C", "C", "O", "C", "H", "H", "H", "H", "H", "H", "C", "C", "O", "C", "H", "H", "H", "H", "H", "H", "C", "C", "O", "C", "H", "H", "H", "H", "H", "H", "C", "C", "O", "C", "H", "H", "H", "H", "H", "H", "C", "C", "O", "C", "H", "H", "H", "H", "H", "H", "C", "C", "O", "C", "H", "H", "H", "H", "H", "H", "C", "C", "O", "C", "H", "H", "H", "H", "H", "H", "C", "C", "O", "C", "H", "H", "H", "H", "H", "H"], "xyz": [[-1.223716, 2.760660, -3.527651], [-2.340620, 1.812763, -2.907574], [-1.433832, 0.333136, -2.222901], [-1.839273, 0.363606, -0.428042], [-0.738566, 0.802285, 0.465347], [-0.058816, -0.213902, 1.170618], [0.928374, 0.469312, 1.983396], [0.708927, 1.812179, 1.668109], [-0.270397, 2.082109, 0.750586], [-0.801947, 3.420509, 0.181329], [0.264547, 4.301607, -0.615236], [1.758331, 3.815714, -0.521081], [2.106710, 2.607276, -1.480523], [2.668762, 5.039344, -1.030531], [-0.349206, 2.696244, -2.819055], [-0.881600, 2.271276, -4.486802], [-1.549599, 3.824621, -3.638362], [-2.909656, 2.340454, -2.087238], [-3.099671, 1.527998, -3.679486], [-2.078810, -0.700429, -0.143382], [-2.797429, 0.931784, -0.250665], [-0.232565, -1.324290, 1.135748], [1.681634, 0.061046, 2.691117], [1.236309, 2.569041, 2.100716], [-1.199215, 4.013131, 1.055277], [-1.659630, 3.170163, -0.501750], [0.226802, 5.334284, -0.158640], [-0.084983, 4.395951, -1.674755], [2.119671, 3.594266, 0.514979], [1.813562, 2.908399, -2.527313], [3.212096, 2.386912, -1.499276], [1.557476, 1.667154, -1.208307], [2.177786, 6.023331, -0.819439], [2.953176, 4.896810, -2.106382], [3.641020, 5.035006, -0.457838], [0.910562, -5.486279, 2.493239], [-0.041353, -4.695667, 1.641031], [-0.465832, -3.611384, 2.007667], [-0.449415, -5.291381, 0.322780], [1.115831, -4.936553, 3.412717], [0.465468, -6.447767, 2.751744], [1.850332, -5.637635, 1.958102], [-0.954915, -6.243684, 0.486598], [0.430959, -5.433955, -0.307709], [-1.136276, -4.614637, -0.183986], [-3.090940, -0.084033, -6.560704], [-1.809273, 0.586492, -6.983655], [-1.475891, 1.661085, -6.523734], [-0.957198, -0.127775, -7.999678], [-3.603325, 0.540318, -5.826756], [-3.744549, -0.215462, -7.425050], [-2.871457, -1.051578, -6.104845], [-1.517195, -0.261046, -8.927003], [-0.644144, -1.097066, -7.607100], [-0.068792, 0.468364, -8.209850], [-3.147106, -9.336658, 2.892099], [-2.121912, -8.248067, 3.072745], [-1.406731, -7.897260, 2.156402], [-2.019511, -7.612575, 4.435675], [-3.109566, -9.701563, 1.865396], [-2.931255, -10.166672, 3.567295], [-4.146316, -8.942814, 3.087834], [-1.754125, -8.366605, 5.178734], [-2.969206, -7.142958, 4.699348], [-1.242758, -6.847223, 4.421780], [-5.152742, 3.621270, -5.577027], [-5.828921, 2.803215, -4.507176], [-5.396904, 1.713152, -4.179441], [-7.055683, 3.389125, -3.864169], [-4.282994, 3.079224, -5.953042], [-5.842807, 3.793933, -6.404693], [-4.818962, 4.573915, -5.161199], [-7.828197, 3.551956, -4.616177], [-6.804781, 4.326433, -3.375764], [-7.436928, 2.693462, -3.114434], [4.052860, -5.483003, 7.319699], [3.433315, -5.470622, 5.945610], [2.424785, -6.101096, 5.703207], [4.116836, -4.644140, 4.887176], [3.458210, -6.116383, 7.978516], [5.066220, -5.885504, 7.267354], [4.070920, -4.471013, 7.728746], [5.132636, -5.009734, 4.728037], [4.137794, -3.597339, 5.187957], [3.564140, -4.727937, 3.950858], [0.363564, 9.220304, -1.619348], [-0.660334, 8.421868, -2.385702], [-1.847307, 8.565237, -2.190022], [-0.147721, 7.436799, -3.405525], [-0.145656, 9.886460, -0.922652], [1.011624, 8.548642, -1.052197], [0.958119, 9.822542, -2.308760], [0.477314, 6.686481, -2.915576], [0.424429, 7.959335, -4.174233], [-0.992136, 6.934609, -3.879014], [8.012036, -1.614908, 4.848144], [6.989749, -2.409947, 4.081805], [5.798222, -2.257766, 4.267528], [7.504340, -3.403923, 3.073833], [7.502737, -0.939886, 5.537561], [8.650651, -2.287073, 5.423040], [8.614395, -1.023369, 4.158403], [8.121367, -4.153676, 3.572251], [8.085950, -2.888900, 2.307342], [6.660804, -3.904821, 2.596694], [-8.528894, 6.832843, -1.219225], [-8.938299, 6.190015, -2.518892], [-8.115099, 5.871514, -3.352914], [-10.409647, 5.958193, -2.742710], [-7.443887, 6.938596, -1.194209], [-8.979344, 7.823462, -1.136174], [-8.839666, 6.206977, -0.380374], [-10.943008, 6.910316, -2.726592], [-10.803309, 5.293815, -1.971097], [-10.557972, 5.490471, -3.716341], [-5.523884, -4.683606, -0.737182], [-4.167042, -4.996425, -0.159234], [-3.350655, -5.640637, -0.782919], [-3.869014, -4.475869, 1.224944], [-5.600714, -5.118112, -1.734082], [-6.304960, -5.112673, -0.106699], [-5.655307, -3.602448, -0.815090], [-4.578580, -4.895948, 1.940646], [-3.927673, -3.385628, 1.233718], [-2.862374, -4.773125, 1.515523], [12.550703, -1.159066, 5.219815], [11.926237, -1.142188, 3.848738], [10.912881, -1.765831, 3.609069], [12.610303, -0.320408, 2.787258], [11.954598, -1.788785, 5.880817], [13.561092, -1.568029, 5.163532], [12.576902, -0.147409, 5.629134], [13.623320, -0.692468, 2.623948], [12.639303, 0.728193, 3.089454], [12.053287, -0.400371, 1.853423]], "forces_ev_per_a": [[0.2, -1.2, 0.5], [0.3, 1.2, -0.1], [-0.8, 0.5, 0.5], [-1.2, -0.4, -0.4], [0.1, -0.3, 0.3], [2.5, 2.0, 1.9], [-3.0, -1.1, -2.5], [0.3, 1.0, 0.2], [0.0, -2.9, 0.3], [0.2, -0.4, 0.3], [0.1, 0.0, 1.0], [1.0, 0.9, -1.6], [-0.3, 0.2, 0.1], [0.4, -0.6, 0.8], [-0.9, 0.4, -0.8], [-0.5, 1.0, 0.9], [0.2, -1.0, -0.2], [0.6, -0.7, -0.7], [0.7, -0.1, 0.8], [0.5, 1.2, -0.2], [1.2, -0.3, -0.1], [-0.2, 1.4, -0.2], [-0.8, 0.7, -0.7], [-0.2, -0.3, -0.2], [0.3, -0.7, -0.9], [0.8, 0.2, 0.8], [0.0, -1.1, -0.5], [0.6, -0.1, 0.9], [-0.7, 0.2, -0.7], [0.3, -0.4, 1.0], [-1.1, 0.3, 0.2], [0.5, 0.7, -0.3], [0.5, -0.8, -0.5], [-0.6, 0.4, 0.9], [-0.9, 0.0, -0.6], [0.0, 0.4, 0.4], [0.1, 0.0, -0.1], [0.1, 0.1, -0.1], [-0.1, 0.4, 0.0], [0.0, -0.1, -0.1], [0.1, -0.1, -0.2], [-0.1, -0.2, 0.0], [0.2, -0.1, -0.1], [0.0, -0.2, 0.1], [0.1, -0.1, 0.0], [0.0, 0.3, 0.2], [0.0, 0.2, 0.1], [-0.1, -0.3, -0.1], [0.3, 0.3, 0.0], [0.0, -0.1, -0.1], [0.1, -0.2, 0.0], [-0.1, -0.1, -0.2], [0.0, -0.2, 0.1], [-0.2, -0.1, -0.1], [-0.1, 0.0, 0.0], [0.1, 0.0, -0.4], [0.2, 0.1, -0.2], [-0.2, 0.0, 0.2], [0.3, 0.2, -0.2], [0.0, 0.0, 0.1], [-0.2, 0.1, 0.1], [0.0, -0.1, 0.2], [-0.2, 0.0, 0.1], [0.0, -0.2, 0.1], [-0.1, -0.1, 0.0], [0.3, -0.3, 0.0], [-0.1, -0.3, 0.1], [0.1, 0.2, 0.0], [0.3, -0.7, 0.1], [0.0, 0.0, 0.0], [0.0, 0.2, 0.1], [-0.2, 0.1, -0.1], [0.1, 0.3, 0.1], [0.0, 0.0, -0.3], [0.0, 0.0, -0.1], [-0.3, -0.2, 0.1], [-0.3, -0.2, -0.2], [0.1, 0.1, 0.1], [-0.4, -0.2, 0.0], [0.0, 0.0, -0.1], [0.1, 0.2, 0.0], [0.2, 0.0, 0.0], [0.1, 0.2, 0.1], [0.3, -0.1, 0.0], [0.0, 0.0, 0.1], [-0.3, 0.2, 0.2], [-0.4, 0.1, 0.1], [0.2, -0.1, 0.0], [-0.3, -0.1, -0.1], [0.0, -0.1, -0.1], [0.2, 0.1, -0.1], [0.2, -0.1, 0.1], [0.2, 0.1, -0.1], [0.2, -0.1, 0.1], [0.0, 0.1, 0.0], [-0.4, 0.2, 0.2], [-0.3, 0.1, 0.1], [0.3, 0.1, -0.1], [-0.4, -0.1, -0.1], [0.0, -0.1, -0.1], [0.2, 0.1, -0.2], [0.2, -0.2, 0.1], [0.2, 0.1, -0.1], [0.2, -0.1, 0.1], [0.0, 0.1, 0.1], [0.4, -0.1, -0.1], [0.2, 0.0, -0.2], [-0.5, 0.5, 0.3], [0.1, -0.1, -0.3], [-0.1, 0.0, 0.0], [-0.1, -0.1, 0.1], [-0.2, 0.2, 0.0], [-0.1, -0.1, 0.2], [-0.1, 0.2, 0.1], [0.0, 0.0, 0.1], [0.1, -0.2, -0.3], [0.2, -0.3, -0.3], [-0.3, 0.2, 0.1], [0.3, -0.2, 0.0], [0.0, 0.0, 0.1], [0.0, 0.2, 0.1], [-0.1, 0.0, 0.2], [-0.1, 0.2, 0.0], [-0.2, 0.0, 0.1], [-0.1, 0.1, 0.0], [-0.3, -0.2, 0.1], [-0.3, -0.2, -0.1], [0.2, 0.1, 0.0], [-0.3, -0.1, -0.2], [0.0, 0.0, -0.1], [0.1, 0.2, 0.0], [0.2, 0.0, 0.0], [0.1, 0.2, 0.1], [0.2, 0.0, 0.0], [0.0, 0.0, 0.1]], "lowdin_charge": [-0.160, -0.479, 0.873, -0.413, -0.074, 0.025, 0.020, 0.092, -0.159, -0.045, -0.152, -0.386, -0.079, -0.077, 0.012, 0.060, 0.080, 0.070, 0.043, 0.092, 0.111, 0.127, 0.140, 0.165, 0.135, 0.102, 0.115, 0.094, 0.109, 0.084, 0.094, 0.062, 0.061, 0.084, 0.085, -0.017, -0.486, 0.017, -0.025, 0.071, 0.067, 0.092, 0.070, 0.094, 0.067, -0.010, -0.487, 0.040, -0.019, 0.055, 0.092, 0.092, 0.089, 0.088, 0.084, -0.019, -0.486, 0.054, -0.010, 0.085, 0.088, 0.086, 0.092, 0.087, 0.074, -0.007, -0.483, 0.032, -0.029, 0.070, 0.091, 0.091, 0.092, 0.063, 0.088, -0.023, -0.497, 0.056, -0.026, 0.082, 0.086, 0.086, 0.085, 0.072, 0.070, -0.020, -0.507, 0.068, -0.019, 0.085, 0.072, 0.089, 0.062, 0.090, 0.080, -0.026, -0.490, 0.033, -0.018, 0.082, 0.088, 0.071, 0.091, 0.088, 0.078, -0.018, -0.483, 0.027, -0.016, 0.083, 0.089, 0.086, 0.089, 0.088, 0.084, -0.023, -0.495, 0.065, -0.010, 0.084, 0.086, 0.084, 0.089, 0.085, 0.055, -0.019, -0.495, 0.044, -0.022, 0.081, 0.088, 0.088, 0.088, 0.087, 0.082], "e_tot_ha": -2870.64941, "charge": 1, "homo_lumo_gap_ev": 8.64}